ORCA calculation (wB97M-V/def2-TZVPD) on 11 unconnected molecules or ions with the total composition C22H64N2O17S9.

```
114
Properties=species:S:1:pos:R:3:mulliken_charge:R:1
S -5.61 -4.10 18.11 0.54
S -5.71 0.71 20.63 0.30
S 0.14 -3.83 26.73 1.07
S 0.43 2.00 19.12 0.42
S -5.11 -1.96 26.94 0.41
S -0.93 -6.56 22.04 0.47
S 2.42 -3.35 19.90 0.46
S -4.84 -6.46 22.13 0.95
S -1.68 -0.39 16.46 0.91
O 0.67 -2.86 25.67 -0.34
O -1.13 -3.33 27.22 -0.52
O -4.06 -7.66 22.53 -0.74
O -0.73 -6.47 17.11 -0.59
O -5.11 -0.38 19.86 -0.41
O -2.05 -1.31 22.00 -0.27
O -2.51 -1.13 15.40 -0.10
O -0.80 -5.07 22.09 -0.60
O -3.97 -2.14 22.36 -0.49
O -0.67 0.36 15.82 -0.70
O -1.33 -1.37 17.44 -0.43
O -4.49 -4.96 18.62 -0.52
O -2.34 -6.37 15.64 -0.60
O 1.18 3.00 19.91 -0.63
O 1.21 -4.06 27.61 -0.63
O -5.08 -0.47 26.72 -0.64
O 3.04 -2.50 18.84 -0.66
N -1.59 -5.88 16.46 1.01
N -2.94 -2.08 21.75 0.88
C -2.48 -0.74 13.98 -0.26
C 2.59 -2.48 21.48 -0.56
C -6.54 -7.03 22.14 -1.25
C -2.71 -3.00 20.55 2.26
C 0.67 -7.15 21.47 -1.05
C -7.07 -5.26 17.67 -1.11
C 1.61 1.03 18.16 -0.83
C 0.65 -3.15 19.82 1.13
C -0.01 0.59 20.28 -0.22
C -4.35 1.50 21.52 -0.64
C -0.10 -1.96 24.85 0.17
C -4.19 -2.23 28.43 -0.84
C 0.74 -0.88 24.19 -0.86
C -0.12 -5.24 25.75 -0.71
C -3.30 -1.74 13.14 -1.16
C -6.46 -3.33 19.62 -0.46
C -3.85 -2.65 25.84 0.56
C -6.54 -0.01 22.10 -0.63
C -1.98 -7.01 20.59 -0.21
C -5.00 -5.30 23.56 -0.84
C -2.86 0.65 17.17 -0.57
C -1.68 -4.44 16.75 -0.01
H -2.43 -7.99 20.73 0.51
H -2.86 0.30 13.90 0.33
H 0.25 -3.80 20.62 -0.24
H 1.35 -7.14 22.33 0.35
H 0.62 -8.16 21.09 0.43
H -4.33 -1.83 13.52 0.28
H -5.85 -0.65 22.66 -0.10
H 2.24 1.66 17.51 0.43
H 1.04 -6.52 20.69 0.24
H 0.26 -3.43 18.85 0.03
H -3.88 0.75 22.20 -0.01
H -2.20 -2.38 19.77 -0.36
H -4.16 -2.41 24.83 -0.23
H -0.91 -3.95 16.14 0.40
H 0.97 0.18 20.59 -0.09
H 1.31 -0.24 24.83 0.42
H -0.72 -4.93 24.89 -0.01
H 1.48 -1.37 23.52 0.00
H -0.86 -1.54 25.49 0.26
H -2.26 1.08 17.96 0.13
H -5.09 -5.93 24.48 0.53
H -2.89 -2.27 26.12 -0.41
H -6.86 0.81 22.76 0.44
H -5.88 -2.63 20.21 -0.17
H -4.73 2.36 22.07 0.48
H 2.34 0.71 18.92 0.31
H -2.66 -4.08 16.39 0.14
H -2.79 -2.70 13.11 0.30
H -7.18 -6.01 18.48 0.25
H 3.61 -2.60 21.84 0.49
H -1.41 -0.81 13.69 0.30
H -3.37 -1.28 12.15 0.38
H -4.66 -1.80 29.31 0.38
H -4.08 -4.71 23.60 -0.13
H -3.83 -3.76 25.93 0.23
H -0.02 -0.36 23.60 0.18
H -0.64 0.88 21.09 0.40
H -3.25 1.43 16.48 0.42
H -6.86 -7.16 23.17 0.39
H -5.80 -4.60 23.34 0.42
H -7.18 -6.36 21.59 0.28
H -6.73 -4.14 20.30 0.10
H -0.67 -5.88 26.45 0.44
H 0.82 -5.70 25.48 0.35
H -7.33 -2.75 19.31 0.51
H -3.96 -3.26 28.68 0.33
H -3.63 1.88 20.82 0.24
H -3.61 -3.47 20.26 -0.91
H -6.81 -5.75 16.75 0.37
H -0.54 -0.23 19.79 -0.20
H -3.21 -1.76 28.31 0.21
H -3.69 0.02 17.56 0.19
H -8.03 -4.79 17.68 0.44
H -0.66 -2.51 24.09 0.10
H -1.56 -4.37 17.81 -0.38
H 1.20 0.24 17.57 0.19
H -2.03 -3.70 21.00 -0.83
H -1.37 -7.00 19.70 0.36
H 2.42 -1.42 21.32 0.21
H -2.81 -6.28 20.55 -0.58
H -6.44 -7.98 21.62 0.40
H -7.42 -0.58 21.79 0.33
H 1.97 -2.79 22.31 -0.06
H 0.33 -2.15 20.00 -0.64
```

Output
- HOMO-LUMO gap: 8.593 eV
- DFT total energy: -159144.43296 eV

ORCA calculation (wB97M-V/def2-TZVPD) on a molecular structure, C12H20N4O6Pr.

```
43
Properties=species:S:1:pos:R:3:lowdin_spin:R:1
Pr 0.33 0.42 -0.47 2.02
O -1.67 4.17 -2.14 0.00
O -0.22 2.52 -1.69 0.00
O -2.28 -0.47 3.08 0.00
O -1.48 -0.47 -1.41 0.00
O 0.26 -1.74 -1.03 -0.01
O -0.53 -0.14 1.81 0.00
N 2.43 -0.48 1.07 0.00
N 3.11 -3.97 2.50 0.00
N 1.41 0.14 -2.89 0.00
N -1.57 1.88 0.51 0.00
C -0.44 -1.55 -3.30 0.00
C -3.76 3.30 1.39 0.00
C 2.28 -1.94 1.27 0.00
C -3.07 3.72 0.26 0.00
C -1.20 3.21 -1.41 0.00
C -0.65 -1.34 -1.84 0.00
C -2.25 1.47 1.58 0.00
C 0.26 -0.25 -3.79 0.00
C -1.64 0.23 2.18 0.00
C -1.99 2.95 -0.16 0.00
C -3.36 2.15 2.05 0.00
C 3.26 -2.48 2.31 0.00
H -1.38 -1.68 -3.83 0.00
H -3.90 1.82 2.93 0.00
H 4.29 -2.30 2.02 0.00
H 0.60 -0.41 -4.81 0.00
H -0.45 0.57 -3.79 0.00
H -4.61 3.87 1.75 0.00
H 2.15 -4.25 2.73 0.00
H -3.16 -0.14 3.30 0.00
H 2.13 -0.57 -3.00 0.00
H 3.09 -2.02 3.29 0.00
H 1.25 -2.13 1.58 0.00
H 3.71 -4.31 3.26 0.00
H -1.14 4.32 -2.95 0.00
H 3.38 -0.28 0.74 0.00
H 3.38 -4.49 1.66 0.00
H 1.82 0.99 -3.28 0.00
H 2.43 -2.44 0.31 0.00
H -3.36 4.60 -0.29 0.00
H 0.19 -2.42 -3.45 0.00
H 2.35 -0.02 1.97 0.00
```

Output
- Total charge: +3
- HOMO-LUMO gap (spin up / spin down): 9.874 / 9.981 eV
- Spin multiplicity: 3
- DFT total energy: -45062.71090 eV

ORCA calculation (wB97M-V/def2-TZVPD) on 2 unconnected molecules or ions with the total composition C3H3N3O.

```
10
Properties=species:S:1:pos:R:3:mulliken_charge:R:1
O -1.72 -1.37 -1.06 -0.43
N 0.12 1.58 -0.41 -0.49
N 1.63 -1.67 0.28 -0.44
N -2.50 -0.12 0.78 -0.47
C -2.01 -0.81 -0.08 0.62
C 0.50 0.44 -0.17 0.01
C 1.28 -0.57 -0.13 0.39
H -2.13 0.30 1.56 0.28
H 0.62 2.34 -0.97 0.27
H 2.46 -2.17 0.20 0.27
```

Output
- HOMO-LUMO gap: 7.603 eV
- ΔE to the lowest compared entry with this formula, charge and spin: 85.1 kcal/mol
- Structure (SMILES): N=C=C=N.N=C=O
- DFT total energy: -9673.76339 eV

ORCA calculation (wB97M-V/def2-TZVPD) on C4H3OPS in the gas phase.

```
10
Properties=species:S:1:pos:R:3:mulliken_charge:R:1
S -0.21 1.76 1.91 -0.15
P -0.84 3.90 -0.71 0.25
O -1.31 3.90 -2.08 -0.43
C -0.31 1.01 -0.71 -0.18
C -0.59 2.19 -0.08 0.01
C 0.07 -0.07 0.09 -0.37
C 0.22 0.23 1.42 -0.19
H -0.54 1.05 -1.77 0.39
H 0.22 -0.63 2.04 0.35
H 0.20 -1.12 -0.07 0.33
```

Output
- HOMO-LUMO gap: 8.179 eV
- ΔE to the lowest compared entry with this formula, charge and spin: 15.4 kcal/mol
- Structure (SMILES): O=Pc1cccs1
- DFT total energy: -26366.45166 eV

ORCA calculation (wB97M-V/def2-TZVPD) on a molecular structure, H6O3.

```
9
Properties=species:S:1:pos:R:3:mulliken_charge:R:1
O -1.16 1.78 0.32 -0.71
O 1.58 -1.15 0.34 -0.80
O -0.29 -0.76 -0.35 -0.53
H 0.71 -0.91 0.02 0.46
H -0.21 1.86 0.38 0.35
H 2.19 -0.71 -0.26 0.24
H -1.40 1.18 1.03 0.35
H -0.43 -1.18 -1.20 0.30
H -1.00 -0.11 -0.29 0.34
```

Output
- HOMO-LUMO gap: 10.274 eV
- ΔE to the lowest compared entry with this formula, charge and spin: 56.5 kcal/mol
- DFT total energy: -6237.80414 eV

ORCA calculation (wB97M-V/def2-TZVPD) on a molecular structure, C16H14Cl2CoN2O3Se2Te2.

```
42
Properties=species:S:1:pos:R:3:lowdin_spin:R:1
Te -2.38 4.57 -0.82 0.09
Te -4.49 3.07 0.05 0.38
Se -3.66 0.81 -0.45 0.50
Se -0.54 3.40 0.35 0.10
Co -1.09 1.07 -0.19 2.69
Cl -1.13 -4.56 0.91 0.00
Cl -1.65 -1.92 -0.25 0.01
O -0.97 0.49 1.72 0.06
O -1.12 0.66 -4.89 0.00
O -0.71 0.89 -2.04 0.07
N 0.92 0.35 0.04 0.05
N 1.27 0.16 1.35 0.00
C 0.22 0.29 2.13 0.01
C 2.25 -0.61 -4.49 0.00
C 0.02 0.29 -4.21 0.00
C -0.46 0.01 5.82 0.00
C -0.64 0.14 4.45 0.00
C 1.74 0.07 4.13 0.00
C 1.91 -0.06 5.50 0.00
C 1.71 -0.11 -0.86 0.00
C -0.56 -3.32 -0.21 0.00
C 1.04 -0.17 -5.02 0.00
C 1.45 -0.08 -2.28 0.00
C -2.34 0.96 -4.22 0.01
C 0.46 0.17 3.59 0.00
C 0.82 -0.09 6.35 0.00
C 2.45 -0.57 -3.13 0.00
C 0.21 0.39 -2.80 0.01
H -1.63 0.22 4.01 0.00
H -0.52 -3.75 -1.20 0.00
H 3.03 -0.97 -5.15 0.00
H 2.91 -0.14 5.91 0.00
H 2.63 -0.60 -0.53 0.00
H -1.33 -0.01 6.47 0.00
H 2.59 0.09 3.45 0.00
H -2.27 1.86 -3.61 0.00
H -3.07 1.12 -5.02 0.00
H 0.41 -2.97 0.11 0.00
H 0.86 -0.20 -6.09 0.00
H 0.96 -0.19 7.42 0.00
H -2.68 0.14 -3.59 0.01
H 3.38 -0.91 -2.70 0.00
```

Output
- Total charge: -1
- HOMO-LUMO gap (spin up / spin down): 6.227 / 4.592 eV
- Spin multiplicity: 5
- ΔE to the lowest compared entry with this formula, charge and spin: 10.4 kcal/mol
- DFT total energy: -233896.11111 eV